Entry 1:
14
Properties=species:S:1:pos:R:3 method="wB97M-V/def2-TZVPD" relative_energy_ev=2.955
C 0.9916 -1.7775 -0.0269
C -0.1599 -1.9177 -0.7016
C 0.0803 0.1048 -0.1254
C -0.1117 1.6147 0.1107
N 1.1427 -0.4872 0.3181
N -0.7877 -0.7203 -0.7902
O 0.8760 2.0625 0.9294
S -1.7914 2.0710 0.6191
H 1.8502 -2.5930 0.2140
H -0.6762 -2.7437 -1.1869
H 0.2435 1.9584 -1.1959
H -1.6729 -0.5249 -1.1922
H 1.3852 1.1507 1.1995
H -1.3697 1.8023 1.8283

***

Entry 2:
46
Properties=species:S:1:pos:R:3 method="wB97M-V/def2-TZVPD" relative_energy_ev=0.699
H -7.1561 -1.8545 0.3182
N -6.3246 -1.4110 -0.0243
C -6.3983 -0.1264 0.1093
N -7.4830 0.5611 0.6628
N -5.3322 0.7193 -0.2646
C -4.1166 0.1440 -0.7484
C -3.2551 -0.4872 0.3592
C -1.8805 -1.0913 -0.0414
C -0.7583 -0.0750 -0.0912
N -0.9211 1.1647 -0.9193
C 0.5084 -0.7604 -0.6859
O 0.5474 -1.7589 -1.4233
N 1.6772 -0.1148 -0.4091
C 2.0151 0.9396 0.5373
C 3.0827 0.4163 1.4700
C 4.2921 -0.1659 0.7007
C 4.3939 -1.5586 0.5701
C 5.4470 -2.1513 -0.1047
C 6.5072 -1.3423 -0.5429
C 6.4133 0.0156 -0.3910
C 5.3176 0.6396 0.2267
C 2.3640 2.2701 -0.1823
O 3.3276 2.9275 0.0492
O 1.4458 2.7032 -1.0455
H -7.7321 1.4572 0.3157
H -8.3198 -0.0060 0.7776
H -5.2222 1.4964 0.4017
H -3.5730 0.9643 -1.2381
H -4.3011 -0.6457 -1.5244
H -3.8710 -1.3061 0.8035
H -3.1170 0.2028 1.1870
H -1.9145 -1.6687 -1.0128
H -1.5759 -1.8524 0.7008
H -0.5276 0.2824 0.9450
H -1.7937 1.6714 -0.6627
H -1.0297 0.8566 -1.8977
H 2.5199 -0.5651 -0.7411
H 1.1362 1.2178 1.1568
H 3.4141 1.2520 2.1333
H 2.6002 -0.3439 2.1221
H 3.6371 -2.1824 1.0287
H 5.4714 -3.2701 -0.1246
H 7.3876 -1.7202 -1.0882
H 7.2066 0.6646 -0.7777
H 5.2462 1.7257 0.3685
H 0.6447 2.1662 -1.0029

***

Entry 3:
62
Properties=species:S:1:pos:R:3 method="wB97M-V/def2-TZVPD" relative_energy_ev=0.147
C 0.7187 2.5038 4.0242
C -0.3317 1.7300 3.2210
O 0.2970 0.9586 2.2105
C -0.3078 1.0959 0.9423
C 0.5941 0.4886 -0.1504
C 1.9801 1.2389 -0.0956
F 1.9139 2.3973 0.5952
F 2.9450 0.5124 0.4567
F 2.4508 1.5425 -1.3107
C 0.6977 -1.0718 0.0554
C -0.6820 -1.8162 -0.0356
S -1.3495 -2.3740 -1.6109
C -0.7889 -4.0717 -1.8088
C -1.2745 -4.5333 -3.1946
C 1.1675 -1.6484 1.4341
C 2.3526 -1.2464 2.2845
C 2.2599 -1.9433 3.6401
F 3.5199 -1.7333 1.6736
C 1.6301 -1.6283 -1.0527
S 1.5579 -0.9036 -2.7013
O 1.0319 -1.8365 -3.6572
O 2.8856 -0.4430 -2.9769
O 0.5070 0.3261 -2.6627
C -0.0883 0.8878 -1.5066
Cl 0.0659 2.6840 -1.7790
C -1.6696 0.6649 -1.6350
Br -2.7710 2.2060 -1.0686
C -2.0243 0.4128 -3.1115
C -3.5459 0.2271 -3.3224
H 0.6853 2.2541 5.0794
H 1.7004 2.1967 3.6655
H 0.6505 3.5741 3.8591
H -1.0830 2.4015 2.8062
H -0.8607 1.0654 3.9076
H -0.4940 2.1502 0.7510
H -1.2878 0.6194 0.9579
H -1.4652 -1.2639 0.4738
H -0.6082 -2.7237 0.5598
H 0.2950 -4.1597 -1.7849
H -1.1665 -4.7179 -1.0197
H -0.4690 -5.0389 -3.7175
H -1.5212 -3.6700 -3.8093
H -2.1396 -5.1810 -3.1110
H 0.3068 -1.6099 2.1003
H 1.3089 -2.7169 1.2556
H 2.4536 -0.1930 2.4851
H 2.0126 -2.9947 3.4977
H 3.2533 -1.9140 4.0801
H 1.5346 -1.4588 4.2855
H 2.6514 -1.4466 -0.7309
H 1.5240 -2.7017 -1.1593
H -2.0847 -0.1412 -1.0516
H -1.5722 -0.5116 -3.4361
H -1.6873 1.2521 -3.7107
H -4.0322 1.1321 -3.6637
H -4.0211 -0.1824 -2.4360
H -3.6757 -0.5191 -4.1064
C -0.8216 6.4261 1.3104
Br -2.4419 5.9708 2.2475
Br 0.1914 7.7632 2.2523
Br 0.2319 4.8617 0.9439
H -1.1100 6.8508 0.3608

***

Entry 4:
91
Properties=species:S:1:pos:R:3 method="wB97M-V/def2-TZVPD" s2=0.77 relative_energy_ev=0.581 charge=+1 multiplicity=2
Ti -1.1851 -0.9655 0.7054
C -2.6559 -4.8164 -0.5041
C -2.3804 -3.3775 -0.2514
N -1.2071 -2.9309 0.2102
O -0.2041 -3.8800 0.4044
C -3.2985 -2.3243 -0.4527
C -4.7454 -2.4427 -0.7643
N -2.6513 -1.1164 -0.4710
O -2.8293 -0.1249 0.5338
H -2.1598 -5.1680 -1.4142
H -3.7217 -4.9755 -0.6487
H -2.3109 -5.4345 0.3259
H -0.1536 -4.4322 -0.3904
H -5.2792 -3.0708 -0.0493
H -4.8878 -2.8819 -1.7561
H -5.2031 -1.4555 -0.7653
C -3.1311 2.7866 6.0474
C -2.6838 1.4897 6.2604
C -1.9691 0.8261 5.2751
C -1.6995 1.4595 4.0670
C -2.1563 2.7605 3.8562
C -2.8650 3.4250 4.8451
P -0.6705 0.7960 2.7265
C -0.7583 -1.0165 3.0704
C 0.3450 -1.8832 3.1274
C 0.1591 -3.2366 3.3724
C -1.1179 -3.7563 3.5303
C -2.2222 -2.9240 3.4291
C -2.0514 -1.5656 3.1883
C 1.0057 1.2867 3.1798
C 1.5771 0.9083 4.3942
C 2.8318 1.3743 4.7486
C 3.5116 2.2419 3.9015
C 2.9376 2.6414 2.7045
C 1.6882 2.1600 2.3398
H -3.6896 3.2996 6.8181
H -2.8890 0.9949 7.1995
H -1.6178 -0.1806 5.4661
H -1.9609 3.2608 2.9148
H -3.2147 4.4332 4.6735
H 1.3467 -1.4852 3.0100
H 1.0232 -3.8831 3.4330
H -1.2530 -4.8106 3.7283
H -3.2220 -3.3203 3.5526
H -2.9158 -0.9092 3.1532
H 1.0391 0.2586 5.0746
H 3.2723 1.0712 5.6877
H 4.4884 2.6124 4.1800
H 3.4632 3.3226 2.0497
H 1.2509 2.4588 1.3947
C 1.2876 -2.6800 -3.8816
Si 2.4271 -1.2113 -3.6988
C 2.9798 -0.6143 -5.3768
C 3.9122 -1.7161 -2.6944
Si 1.2935 0.5157 -2.6038
Te 1.1830 -0.4555 -0.2553
Si -0.8449 1.0089 -3.4079
C -1.8072 1.9690 -2.1358
C -0.5929 2.0677 -4.9237
C -1.7495 -0.5469 -3.8795
Si 2.5330 2.4642 -2.2877
C 3.0580 3.1319 -3.9464
C 4.0342 2.0941 -1.2478
C 1.4523 3.7183 -1.4144
H 1.8752 -3.5781 -4.0819
H 0.5829 -2.5474 -4.7009
H 0.7131 -2.8401 -2.9667
H 3.4206 -1.4383 -5.9413
H 3.7300 0.1706 -5.2914
H 2.1461 -0.2197 -5.9587
H 4.4310 -2.5294 -3.2077
H 3.6234 -2.0716 -1.7052
H 4.6188 -0.8982 -2.5613
H -1.3717 2.9574 -1.9921
H -1.8431 1.4714 -1.1656
H -2.8391 2.0998 -2.4713
H -0.1915 3.0441 -4.6513
H -1.5480 2.2284 -5.4285
H 0.0881 1.6096 -5.6413
H -1.8507 -1.2121 -3.0211
H -1.2338 -1.0833 -4.6742
H -2.7516 -0.2913 -4.2323
H 3.7180 2.4442 -4.4733
H 3.5986 4.0707 -3.8046
H 2.2015 3.3333 -4.5889
H 4.7053 1.3951 -1.7455
H 3.7626 1.6654 -0.2827
H 4.5901 3.0169 -1.0630
H 0.8707 4.2956 -2.1346
H 2.0611 4.4203 -0.8410
H 0.7476 3.2413 -0.7318

***

Entry 5:
75
Properties=species:S:1:pos:R:3 method="wB97M-V/def2-TZVPD" s2=0.75 e_tot_ev=-51886.907 multiplicity=2
Be -3.0721 -2.2658 -2.2892
N -0.1783 -0.9413 -0.2959
O -1.1079 -1.1069 -1.0789
O -0.2606 -0.0700 0.5664
O 0.7876 -1.6431 -0.3374
C 1.7809 2.2233 2.1959
C 2.2665 0.9763 2.9657
O 3.6466 0.7915 2.8663
O 2.1407 3.3906 2.9262
H 0.6924 2.1898 2.2414
H 2.2051 2.1492 1.1946
H 1.7212 0.1509 2.5080
H 2.0428 1.0167 4.0317
H 3.8625 0.3069 2.0662
H 3.0870 3.4881 2.7975
C 2.5488 -4.1707 1.3842
C 2.2172 -4.9611 0.0332
O 2.1717 -4.0848 -1.0846
O 1.5350 -3.3299 1.7859
H 3.4898 -3.6208 1.3766
H 2.6928 -5.0050 2.0707
H 1.2534 -5.4631 0.1179
H 2.9648 -5.7378 -0.1277
H 1.7415 -3.2648 -0.8311
H 1.4285 -2.6758 1.0913
C 2.6448 -2.0838 -4.0267
C 2.6931 -0.7239 -3.3843
O 3.1361 -0.7340 -1.9862
O 1.5582 -2.8715 -3.5395
H 3.6286 -2.5224 -3.8598
H 2.4039 -1.9458 -5.0808
H 1.7882 -0.1517 -3.5889
H 3.4201 -0.1695 -3.9776
H 2.3547 -1.0622 -1.5353
H 1.8730 -3.4998 -2.8854
C -1.7638 3.5915 2.3630
C -1.5673 3.5721 3.9169
O -2.7769 3.1663 4.5161
O -2.0377 2.2948 1.9367
H -0.9390 4.0684 1.8334
H -2.6110 4.2499 2.1710
H -1.3958 4.5989 4.2399
H -0.6650 2.9871 4.0946
H -2.6335 3.1117 5.4637
H -2.0125 2.2833 0.9771
C -1.0241 -0.7503 4.4039
C -1.5982 -1.5517 3.3718
O -2.2729 -0.6676 2.4483
O -1.9077 0.2572 4.8713
H -0.1044 -0.2650 4.0773
H -0.7404 -1.3200 5.2887
H -2.3439 -2.2436 3.7633
H -0.8591 -2.2101 2.9152
H -1.5948 -0.4760 1.7963
H -1.3440 0.6854 5.5198
C -1.9819 2.2548 -1.6056
C -1.9334 3.2252 -2.7483
O -2.1613 4.5904 -2.3242
O -0.8292 2.4653 -0.7666
H -1.8985 1.2449 -2.0073
H -2.7984 2.3869 -0.8956
H -2.5385 3.0784 -3.6430
H -0.8773 3.1963 -3.0164
H -1.6489 4.5748 -1.5125
H -0.6791 1.6006 -0.3774
C -0.9385 -0.7819 -4.3572
C -2.2746 -0.1533 -4.8718
O -3.3004 -0.2390 -3.9182
O -1.1706 -2.1542 -4.0395
H -0.6327 -0.1996 -3.4880
H -0.1966 -0.6082 -5.1366
H -2.5547 -0.7434 -5.7444
H -2.0705 0.8417 -5.2673
H -4.0957 0.1267 -4.3124
H -0.3858 -2.6669 -4.2464

***

Entry 6:
15
Properties=species:S:1:pos:R:3 method="wB97M-V/def2-TZVPD" relative_energy_ev=4.422
C -1.0058 -2.2127 0.0187
C -1.0582 -0.7318 0.2053
C -0.0511 0.1952 0.2898
O -0.5557 1.4244 0.0982
N -1.9124 1.3626 0.1023
C -2.2202 0.0946 0.1875
C 1.4245 0.0713 0.3668
N 2.0676 -0.6556 -0.5435
H -0.6102 -2.4793 -0.9722
H -0.3757 -2.6891 0.7836
H -2.0124 -2.6371 0.1007
H -3.2604 -0.2162 0.1087
O 2.1197 1.1473 0.4574
H 1.7235 -1.6033 -0.6427
H 2.9447 0.3503 -0.5287